Arrangement 1

9
Properties=species:S:1:pos:R:3:nbo_charge:R:1 method="wB97M-V/def2-TZVPD" homo_ev=-9.59 smiles=Oc1c[nH]nn1
O -0.5289 1.5814 1.1788 -0.67
C -0.0175 0.5623 0.4479 0.34
C -0.6841 -0.1515 -0.5116 -0.17
N 0.3096 -0.9925 -0.9829 -0.34
N 1.4432 -0.8118 -0.3021 -0.05
N 1.2662 0.1408 0.5514 -0.28
H -0.4996 1.3216 2.1076 0.49
H -1.6676 0.1410 -0.8793 0.24
H 0.3788 -1.7912 -1.6097 0.43

---

Arrangement 2

9
Properties=species:S:1:pos:R:3:nbo_charge:R:1 method="wB97M-V/def2-TZVPD" homo_ev=-9.16 smiles=Oc1c[nH]nn1
O 1.0924 1.2460 -1.1637 -0.69
C 0.3030 0.4225 -0.3457 0.39
C 0.9152 -0.3692 0.6598 -0.21
N -0.2899 -1.0177 1.0374 -0.30
N -1.2949 -0.6476 0.3364 -0.04
N -0.9966 0.2848 -0.4643 -0.30
H 0.5359 1.9217 -1.6597 0.49
H 1.8500 -0.7090 1.0341 0.24
H -0.3643 -1.8372 1.6842 0.42

---

Relative to the most stable one, in kcal/mol, the structures come out at arrangement 1 0.0; arrangement 2 8.2.

---

Arrangement 1

9
Properties=species:S:1:pos:R:3:nbo_charge:R:1 method="wB97M-V/def2-TZVPD" homo_ev=-9.22
N -1.3001 0.0332 0.4232 -0.83
C -0.3753 -0.7130 -0.2752 0.64
C 0.9711 -0.1369 -0.4223 -0.36
N 1.3855 0.8493 0.3174 0.08
N 1.7379 1.7088 0.9690 0.02
O -0.6258 -1.8144 -0.7289 -0.60
H -2.2321 -0.3559 0.3899 0.40
H -1.2553 1.0413 0.3950 0.39
H 1.6942 -0.6124 -1.0680 0.25

---

Arrangement 2

9
Properties=species:S:1:pos:R:3:nbo_charge:R:1 method="wB97M-V/def2-TZVPD" homo_ev=-9.22 smiles=Nc1cnon1
N -0.1010 0.0821 -1.4706 -0.82
C -0.0577 0.1296 -0.1677 0.23
C 0.6886 -0.5562 0.7180 -0.15
N 0.3276 -0.0091 1.9141 -0.04
O -0.4442 1.0437 1.6834 -0.10
N -0.7458 1.0915 0.3749 -0.20
H 0.3623 -0.8143 -2.0589 0.42
H -1.0949 0.5703 -1.5306 0.43
H 1.0650 -1.5376 0.5374 0.23

---

Relative to the most stable one, in kcal/mol, the structures come out at arrangement 1 0.0; arrangement 2 70.4.

---

Arrangement 1

16
Properties=species:S:1:pos:R:3:nbo_charge:R:1 method="wB97M-V/def2-TZVPD" homo_ev=-9.62 smiles="CCON(N=O)C(N)=O"
C -1.7461 -1.1008 0.5984 -0.68
C -1.2991 0.1544 -0.1810 -0.08
O -0.0729 -0.1195 -0.9713 -0.39
N 1.0801 -0.3018 -0.2434 -0.10
N 1.6983 -1.5623 -0.0179 0.29
O 1.2212 -2.5555 -0.4848 -0.30
C 1.7311 0.8999 0.1794 0.75
N 1.0885 2.0036 -0.3002 -0.87
O 2.6754 0.8794 0.9298 -0.58
H -1.8193 -1.9773 -0.1108 0.24
H -1.0148 -1.4715 1.4138 0.23
H -2.8188 -1.0887 1.0744 0.24
H -0.9535 0.9869 0.3392 0.19
H -1.8660 0.3984 -1.0887 0.21
H 0.3711 1.9888 -1.1026 0.44
H 1.7246 2.8660 -0.0344 0.43

---

Arrangement 2

16
Properties=species:S:1:pos:R:3:nbo_charge:R:1 method="wB97M-V/def2-TZVPD" homo_ev=-9.52 smiles="COC(=O)CN(N)N=O"
C -1.7759 -1.5065 -0.2243 -0.27
O -1.0325 -0.4417 -0.8069 -0.55
C 0.4170 -0.6026 -0.7341 0.78
O 0.9445 -1.6957 -0.6096 -0.56
C 1.0916 0.7189 -0.9748 -0.35
N 0.7863 1.2089 0.3934 -0.17
N 1.5750 0.6597 1.4554 -0.64
N -0.5507 1.6350 0.6978 0.26
O -0.9940 2.3928 -0.1384 -0.32
H -2.7428 -1.5759 -0.7284 0.20
H -1.9422 -1.2786 0.8346 0.18
H -1.2632 -2.4688 -0.3130 0.20
H 2.1666 0.5778 -1.1234 0.25
H 0.6137 1.3016 -1.7677 0.26
H 1.1591 -0.2153 1.7820 0.35
H 1.5476 1.2905 2.2573 0.37

---

Relative to the most stable one, in kcal/mol, the structures come out at arrangement 1 8.6; arrangement 2 0.0.